[1]
The following is a DFT calculation (ωB97M-V with the def2-TZVPD basis set) of a structure of composition C16H34F5NO10S2Si2.

HOMO-LUMO gap	9.9002	eV
molecular weight	615.7	g mol⁻¹
DFT total energy	-90122.387	eV
relative energy (zero: lowest compared OMol25 entry of this formula, charge and spin)	0.184	eV

Cartesian coordinates (Å):
C (2.6597, 3.4868, 0.6726)
O (3.9621, 3.0289, 0.3877)
C (4.3650, 1.8093, 0.9943)
C (4.5985, 0.7231, -0.0518)
C (3.3154, 0.4309, -0.8527)
C (3.2851, -0.9681, -1.4674)
C (1.9080, -1.4152, -1.9855)
Si (0.5254, -1.6704, -0.7582)
C (-0.2283, -0.0429, -0.1467)
C (-1.6371, 0.2173, -0.7642)
C (-2.6962, 0.4506, 0.3264)
C (-4.1066, 0.3885, -0.2348)
F (-4.2245, 1.1214, -1.3837)
F (-4.4451, -0.8997, -0.5457)
C (-5.1914, 0.9091, 0.7464)
F (-5.2972, 2.2379, 0.6681)
F (-4.8858, 0.5963, 2.0101)
F (-6.3948, 0.3857, 0.4779)
O (0.9549, -2.6671, 0.5007)
Si (1.7781, -2.2104, 1.8616)
C (0.6829, -1.4963, 3.2168)
N (0.9106, -0.0387, 3.4427)
H (2.1713, 3.7945, -0.2602)
H (2.6903, 4.3518, 1.3484)
H (2.0428, 2.7064, 1.1352)
H (3.6299, 1.4760, 1.7410)
H (5.3009, 2.0001, 1.5384)
H (5.4055, 1.0433, -0.7133)
H (4.8861, -0.1812, 0.4992)
H (3.2177, 1.1905, -1.6370)
H (2.4688, 0.5567, -0.1619)
H (3.6878, -1.6953, -0.7495)
H (3.9833, -0.9796, -2.3168)
H (1.5348, -0.6789, -2.7136)
H (2.0256, -2.3564, -2.5399)
H (-0.5640, -2.3728, -1.4778)
H (0.4190, 0.7930, -0.4299)
H (-0.3289, -0.0549, 0.9436)
H (-1.5861, 1.1172, -1.3859)
H (-1.9621, -0.5940, -1.4214)
H (-2.5568, 1.4345, 0.7865)
H (-2.6261, -0.3302, 1.0889)
H (2.8014, -1.1818, 1.5542)
H (2.4660, -3.4147, 2.3702)
H (-0.3755, -1.7104, 3.0364)
H (0.9684, -2.0167, 4.1397)
H (0.0245, 0.4550, 3.4439)
H (1.4253, 0.3665, 2.6654)
C (7.4065, -2.0516, -4.6373)
C (8.4656, -2.8947, -3.9542)
O (8.3586, -2.5175, -2.5739)
S (6.8379, -2.1964, -2.2088)
O (6.2243, -3.3335, -1.6238)
O (6.7903, -0.9336, -1.5653)
O (6.3095, -2.0633, -3.7119)
H (7.7371, -1.0218, -4.7812)
H (7.0724, -2.4705, -5.5820)
H (9.4721, -2.6774, -4.2989)
H (8.2602, -3.9622, -4.0489)
C (-10.4365, 2.1421, 0.9182)
C (-9.4108, 1.1885, 1.4980)
O (-9.5869, 1.3254, 2.9159)
S (-11.1241, 1.5954, 3.2558)
O (-11.7654, 0.3805, 3.6084)
O (-11.1971, 2.7319, 4.1000)
O (-11.5779, 1.9843, 1.7729)
H (-10.0992, 3.1787, 0.9677)
H (-10.7206, 1.8936, -0.1003)
H (-8.3923, 1.4523, 1.2390)
H (-9.6124, 0.1545, 1.2125)

[2]
The following is a DFT calculation (ωB97M-V with the def2-TZVPD basis set) of a structure of composition C16H34F6HfN2O12S2 in a non-equilibrium geometry.

HOMO-LUMO gap	10.0742	eV
molecular weight	803.1	g mol⁻¹
DFT total energy	-83977.941	eV

Cartesian coordinates (Å):
Hf (-0.4692, -0.0129, -0.6599)
C (-2.4783, 1.5525, -4.5589)
F (-2.1744, 0.3183, -5.0681)
F (-1.2891, 2.2401, -4.5013)
F (-3.2898, 2.1066, -5.3998)
S (-3.2747, 1.2052, -2.8597)
O (-4.2216, 0.1861, -3.1280)
O (-2.1190, 0.7061, -2.1566)
O (-3.6546, 2.4894, -2.3305)
C (1.8670, 1.7733, 3.1078)
F (2.6989, 1.4701, 4.0740)
F (1.1735, 2.9045, 3.3559)
F (2.6242, 2.0895, 2.0245)
S (0.5961, 0.4560, 2.9005)
O (-0.3739, 0.8061, 3.8895)
O (0.2580, 0.7035, 1.4837)
O (1.2861, -0.8029, 3.0895)
O (0.2647, -0.0872, -2.4855)
C (0.2290, -1.3897, -3.1678)
C (-1.0457, -1.9775, -2.7298)
O (-1.3370, -1.6526, -1.3854)
H (1.0732, -1.9306, -2.6713)
H (0.3549, -1.4457, -4.2495)
H (-0.9463, -3.0543, -2.8646)
H (-1.8208, -1.6634, -3.4177)
C (2.0048, 2.2385, -1.8565)
O (0.8836, 2.1401, -1.0524)
C (0.2496, 3.4657, -0.9095)
C (-0.6298, 3.3358, 0.3125)
N (-1.4709, 2.2056, 0.0731)
C (-2.3749, 2.0817, 1.1631)
C (-3.2527, 0.8228, 0.9859)
O (-2.4615, -0.3032, 0.6718)
C (-3.2914, -1.5063, 0.4008)
H (2.8513, 1.5690, -1.5111)
H (2.4452, 3.2458, -1.8303)
H (1.7546, 1.9260, -2.8599)
H (-0.2945, 3.7084, -1.8361)
H (1.0730, 4.2216, -0.7434)
H (-1.2155, 4.2658, 0.4766)
H (0.0614, 3.1643, 1.1240)
H (-1.9897, 2.3130, -0.8302)
H (-3.0021, 2.9787, 1.2253)
H (-1.8910, 1.9016, 2.1331)
H (-3.9496, 0.9343, 0.1723)
H (-3.7710, 0.7119, 1.9254)
H (-4.2679, -1.4865, 0.8648)
H (-2.7091, -2.3589, 0.7756)
H (-3.3694, -1.6507, -0.6382)
C (-1.3866, -2.3643, 2.9485)
O (-0.7205, -2.2342, 1.6518)
C (0.2354, -3.3522, 1.4133)
C (1.1590, -3.0334, 0.2352)
N (1.4177, -1.5509, 0.1864)
C (2.6665, -1.2046, -0.5085)
C (3.8595, -1.4265, 0.4424)
O (3.7907, -0.4206, 1.4032)
C (4.7259, -0.5386, 2.4188)
H (-2.1297, -1.5404, 3.0745)
H (-0.7291, -2.2531, 3.8158)
H (-1.9106, -3.3379, 3.0933)
H (-0.2611, -4.3292, 1.2778)
H (0.7252, -3.4769, 2.3697)
H (0.5629, -3.2958, -0.6341)
H (2.0298, -3.7556, 0.3483)
H (1.6985, -1.3052, 1.1627)
H (2.5089, -0.1861, -0.7857)
H (2.7295, -1.7983, -1.3892)
H (4.8224, -1.4615, -0.0396)
H (3.8447, -2.3840, 0.9275)
H (4.5916, -1.4596, 2.9560)
H (4.7001, 0.3411, 3.1153)
H (5.7557, -0.5479, 1.9887)

[3]
The following is a DFT calculation (ωB97M-V with the def2-TZVPD basis set) of a structure of composition C16H34FIN2O9S.

HOMO-LUMO gap	8.2251	eV
molecular weight	576.4	g mol⁻¹
DFT total energy	-60200.969	eV

Cartesian coordinates (Å):
O (3.9525, 0.0339, -0.3954)
C (2.8988, -0.4530, -0.5989)
F (2.6979, -1.7668, -0.4333)
C (1.6514, 0.2612, -1.0315)
C (0.7290, 0.4593, 0.1645)
O (0.1198, -0.7733, 0.5707)
S (-1.4264, -0.7274, 0.2114)
O (-2.1416, -1.5106, 1.1405)
O (-1.5850, -0.8908, -1.1957)
O (-1.5679, 0.8230, 0.5262)
C (-0.4431, 1.4410, -0.1080)
I (-0.1102, 3.3045, 0.8671)
H (1.1500, -0.3401, -1.7884)
H (1.9839, 1.2142, -1.4320)
H (1.3190, 0.8548, 0.9885)
H (-0.6519, 1.6383, -1.1518)
C (-6.9604, -5.0891, -5.8395)
O (-6.6036, -3.7243, -5.9124)
C (-6.9990, -2.9503, -4.7869)
C (-5.7962, -2.4663, -4.0103)
N (-5.1166, -3.5707, -3.3502)
C (-3.8380, -3.2213, -2.7374)
C (-2.7066, -2.7672, -3.6489)
O (-2.2157, -3.7811, -4.5098)
C (-2.9014, -3.9331, -5.7361)
H (-6.7110, -5.5395, -6.7984)
H (-6.4148, -5.6183, -5.0504)
H (-8.0339, -5.2103, -5.6649)
H (-7.6676, -3.5257, -4.1403)
H (-7.5512, -2.0831, -5.1600)
H (-6.1310, -1.7543, -3.2499)
H (-5.1462, -1.9243, -4.7124)
H (-4.9648, -4.3109, -4.0229)
H (-3.4871, -4.0996, -2.1906)
H (-4.0151, -2.4379, -1.9947)
H (-1.8710, -2.4873, -3.0117)
H (-2.9740, -1.8754, -4.2301)
H (-3.3082, -2.9822, -6.0915)
H (-3.7149, -4.6620, -5.6680)
H (-2.1851, -4.3024, -6.4703)
C (4.0204, 4.5398, 7.3014)
O (4.6746, 5.0105, 6.1406)
C (5.9711, 4.4646, 5.9318)
C (5.9981, 3.5924, 4.6981)
N (5.2193, 2.3785, 4.8964)
C (5.0260, 1.5742, 3.6946)
C (4.2297, 2.1819, 2.5484)
O (2.8589, 2.3913, 2.8500)
C (2.5425, 3.6236, 3.4716)
H (3.1021, 5.1139, 7.4095)
H (3.7641, 3.4768, 7.2305)
H (4.6352, 4.6929, 8.1934)
H (6.2969, 3.9000, 6.8098)
H (6.6630, 5.2994, 5.7893)
H (7.0343, 3.3156, 4.4826)
H (5.6330, 4.2001, 3.8576)
H (4.3136, 2.6285, 5.2714)
H (4.5223, 0.6524, 3.9945)
H (6.0096, 1.2858, 3.3114)
H (4.2507, 1.4715, 1.7189)
H (4.6768, 3.1125, 2.1788)
H (3.2155, 4.4244, 3.1544)
H (2.5527, 3.5539, 4.5627)
H (1.5270, 3.8637, 3.1561)

[4]
The following is a DFT calculation (ωB97M-V with the def2-TZVPD basis set) of a cluster of 6 separate species, C16H34FNO9S3 in total in a non-equilibrium geometry.

HOMO-LUMO gap	7.9909	eV
molecular weight	499.6	g mol⁻¹
DFT total energy	-72271.680	eV
relative energy (zero: lowest compared OMol25 entry of this formula, charge and spin)	4.287	eV

Cartesian coordinates (Å):
N (-1.2786, 0.6083, 1.3230)
H (-0.8124, 0.5682, 0.5003)
H (-1.8398, -0.0229, 1.0914)
H (-1.9206, 1.2649, 1.4583)
H (-0.8524, -0.0850, 2.0739)
F (-3.3490, 2.0708, -0.0256)
C (-4.7000, -0.9940, -1.6166)
C (-5.0686, 0.3637, -2.2345)
C (-4.1206, 0.7543, -3.3399)
O (-4.9902, 0.9113, -4.5374)
C (-6.2091, 0.8736, -4.1392)
O (-7.0876, 1.0554, -4.9669)
O (-6.3032, 0.4998, -2.9157)
H (-4.7584, -1.7048, -2.3779)
H (-5.2362, -1.2246, -0.9987)
H (-3.8122, -0.8405, -1.0050)
H (-5.1231, 1.1178, -1.4653)
H (-3.5006, 0.1446, -3.8520)
H (-3.7176, 1.6211, -3.0324)
C (4.5787, 0.1796, 0.2376)
C (3.2827, 0.3587, -0.6191)
C (2.3762, -0.7195, -0.1487)
S (2.6849, -1.0507, 1.5096)
O (3.1038, -2.4136, 1.6836)
O (1.5460, -0.5200, 2.2788)
C (4.1054, 0.0518, 1.6564)
H (5.0701, 1.1230, 0.0120)
H (5.2314, -0.6855, 0.0560)
H (3.5195, 0.4519, -1.7366)
H (2.9549, 1.1624, -0.5453)
H (2.4363, -1.7698, -0.5546)
H (1.2180, -0.6508, -0.0844)
H (4.9314, -0.3783, 2.2068)
H (3.7397, 1.0102, 2.0807)
C (0.1863, -5.8075, 0.2540)
C (-1.1347, -5.6388, 1.0407)
C (-1.6402, -4.2606, 1.1955)
S (-0.9550, -3.2857, -0.1140)
O (-0.3308, -2.2072, 0.5546)
O (-1.8542, -3.1831, -1.0926)
C (0.3215, -4.5135, -0.4774)
H (0.2300, -6.6273, -0.4245)
H (0.9239, -6.0343, 1.0291)
H (-1.2247, -6.4524, 2.0205)
H (-1.7870, -6.2705, 0.4135)
H (-1.2402, -4.0697, 2.1964)
H (-2.7990, -4.1227, 1.3669)
H (1.0984, -3.9598, -0.2993)
H (0.2345, -4.7743, -1.4556)
C (3.0542, 5.2735, 0.4074)
C (3.3353, 4.7265, 1.7933)
C (1.9423, 4.5530, 2.3775)
S (1.0112, 3.7946, 1.1442)
O (-0.3204, 4.2954, 0.9657)
O (1.1486, 2.4328, 1.2429)
C (2.0362, 4.3129, -0.1963)
H (3.8956, 5.2729, -0.3846)
H (2.5558, 6.2752, 0.3384)
H (3.8880, 5.6316, 2.1021)
H (4.0342, 3.8886, 1.6215)
H (1.5620, 5.4997, 2.7249)
H (1.7122, 3.9077, 3.2257)
H (1.4568, 4.6966, -0.9117)
H (2.5602, 3.5152, -0.6313)